1.
The following is a DFT calculation (ωB97M-V/def2-TZVPD) of a cluster of 29 separate species, C22H74BrN3O30S3 in total in a non-equilibrium geometry.

```
! RIJCOSX wB97M-V def2-TZVPD def2/J DEFGRID3
* xyz 0 1
C 0.25 -3.37 2.28
C 0.68 -1.89 2.44
C 0.99 -1.23 1.08
Br 2.62 -1.94 0.25
C -0.21 -1.34 0.17
C -0.42 -2.38 -0.72
C -1.53 -2.44 -1.53
C -2.45 -1.42 -1.49
C -2.27 -0.36 -0.63
C -1.17 -0.34 0.20
S -1.07 1.09 1.30
C -1.66 2.37 0.21
C -1.10 3.62 0.20
C -1.57 4.57 -0.68
C -1.02 5.94 -0.80
C -0.98 6.57 -2.06
C -0.45 7.84 -2.12
N 0.00 8.55 -1.09
C -0.04 7.91 0.07
C -0.54 6.65 0.29
C -2.61 4.21 -1.53
C -3.18 2.96 -1.53
N -4.24 2.63 -2.47
C -5.30 3.11 -2.07
S -6.66 3.55 -1.45
C -2.70 2.01 -0.63
N -3.27 0.69 -0.64
S -4.46 0.50 0.56
C -4.46 -1.17 1.21
O -5.76 0.66 -0.07
O -4.34 1.48 1.60
H -0.77 -3.41 1.88
H 0.26 -3.92 3.22
H 0.91 -3.81 1.53
H -0.16 -1.34 2.87
H 1.56 -1.79 3.10
H 1.20 -0.17 1.29
H 0.32 -3.18 -0.75
H -1.72 -3.25 -2.22
H -3.33 -1.40 -2.14
H -0.28 3.85 0.88
H -1.33 6.00 -2.91
H -0.42 8.32 -3.10
H 0.35 8.44 0.94
H -0.54 6.21 1.28
H -3.00 4.95 -2.22
H -4.55 -1.84 0.35
H -5.38 -1.27 1.79
H -3.56 -1.35 1.82
O -8.65 6.02 -2.50
H -8.07 5.26 -2.36
H -9.34 5.92 -1.84
O 5.37 -3.06 -1.89
H 4.48 -2.83 -1.62
H 5.66 -2.31 -2.42
O 2.57 2.46 1.90
H 2.99 2.10 2.69
H 1.72 2.01 1.86
O -0.08 -2.82 -4.13
H 0.76 -2.51 -3.77
H -0.03 -2.59 -5.06
O 4.99 -3.00 2.77
H 4.55 -2.71 1.97
H 5.42 -3.82 2.51
O 1.19 -6.26 1.43
H 0.36 -6.63 1.12
H 1.74 -7.02 1.61
O 1.33 10.70 1.43
H 0.99 10.18 0.70
H 0.62 11.31 1.64
O 5.51 -0.02 -2.20
H 4.63 0.27 -1.90
H 5.81 0.71 -2.76
O -7.81 -0.39 -1.80
H -6.99 -0.03 -1.42
H -7.75 -0.17 -2.74
O 2.89 1.06 -1.13
H 2.17 1.63 -0.83
H 2.53 0.16 -1.07
O 1.55 -4.75 -2.71
H 0.69 -4.74 -3.14
H 2.17 -4.55 -3.43
O 6.66 -5.15 -3.45
H 5.94 -4.58 -3.12
H 6.30 -6.04 -3.39
O -3.23 -5.08 -1.73
H -3.75 -5.35 -2.50
H -3.74 -5.40 -0.98
O 1.20 2.23 4.47
H 0.29 2.45 4.72
H 1.49 2.98 3.94
O 3.76 -6.08 3.59
H 4.54 -6.43 3.17
H 4.10 -5.51 4.29
O 4.51 -6.34 -4.84
H 4.34 -7.07 -5.45
H 4.95 -5.67 -5.38
O 2.73 -7.95 -3.05
H 1.85 -7.63 -3.29
H 3.33 -7.33 -3.48
O -4.51 6.63 -2.00
H -5.42 6.84 -1.76
H -4.23 7.39 -2.52
O 3.09 -9.22 2.99
H 3.87 -9.58 2.57
H 3.44 -8.64 3.69
O -0.29 4.17 6.01
H -1.20 4.39 6.25
H 0.00 4.90 5.45
O -0.05 -7.83 3.48
H 0.89 -7.62 3.54
H -0.12 -8.70 3.88
O 1.31 6.17 4.28
H 2.14 6.49 4.64
H 1.37 6.36 3.33
O 1.98 -2.16 -5.73
H 1.90 -2.88 -6.37
H 2.43 -1.46 -6.22
O -6.74 7.16 -4.49
H -7.14 6.92 -5.32
H -7.37 6.87 -3.82
O 2.07 -8.89 5.79
H 1.30 -9.18 6.29
H 2.10 -9.48 5.03
O 4.93 4.22 0.54
H 4.58 4.24 -0.36
H 4.34 3.63 1.01
O -1.29 -2.69 4.55
H -1.78 -3.51 4.70
H -0.95 -2.46 5.41
O 2.84 7.20 1.09
H 3.67 7.44 1.52
H 2.95 7.51 0.18
*
```

The maximum force is 3.05 eV Å⁻¹. The orbital gap is 8.5 eV. The HOMO energy comes out at -0.3217 Eh. For the total energy, the calculation gives -7072.7182 hartree.

=====

2.
The following is a DFT calculation (ωB97M-V/def2-TZVPD) of a structure of composition C23H10Br4F3InNO4 in a non-equilibrium geometry.

```
! RIJCOSX wB97M-V def2-TZVPD def2/J DEFGRID3
* xyz -1 1
In -0.56 -0.30 1.28
Br -0.98 -6.00 -3.02
C -0.48 -4.66 -1.74
C 0.64 -4.95 -0.91
Br 1.64 -6.52 -1.26
C 0.94 -4.13 0.16
Br 2.12 -4.71 1.55
C 0.34 -2.86 0.33
O 0.60 -2.03 1.27
C -0.69 -2.53 -0.62
O -1.21 -1.36 -0.55
C -1.12 -3.46 -1.63
Br -2.50 -2.93 -2.86
C -0.91 3.41 3.41
C -0.18 4.35 2.64
C 0.32 4.03 1.41
C 0.15 2.64 0.96
C -0.54 1.76 1.74
C -1.13 2.12 2.92
C 0.48 2.39 -0.46
C 0.53 3.49 -1.38
C 0.69 3.28 -2.74
C 0.91 1.96 -3.19
C 1.06 1.69 -4.55
C 1.20 0.40 -5.03
C 1.22 -0.64 -4.04
C 1.15 -0.40 -2.68
C 0.92 0.90 -2.19
N 0.71 1.17 -0.86
H -1.22 3.74 4.42
H -0.03 5.37 3.03
H 0.89 4.74 0.85
H -1.80 1.45 3.44
H 0.23 4.47 -0.96
H 0.79 4.14 -3.43
H 0.95 2.53 -5.25
H 1.24 0.14 -6.10
H 1.30 -1.66 -4.41
H 1.22 -1.22 -1.95
F -0.42 -1.56 6.08
C -1.41 -1.71 5.15
F -1.63 -3.04 4.92
F -2.55 -1.16 5.70
C -1.01 -0.98 3.87
O 0.06 -0.32 3.78
O -1.92 -1.07 2.90
*
```

The energy relative to the best compared isomer or geometry (same formula, charge and spin) comes out at 0.0 kcal/mol. The maximum force is 3.54 eV Å⁻¹. The orbital gap is 6.2 eV. The HOMO energy comes out at -0.1601 Eh. For the total energy, the calculation gives -12024.1396 hartree.

=====

3.
The following is a DFT calculation (ωB97M-V/def2-TZVPD) of a cluster of 16 separate species, C23H11Cl60IN2O3PS in total in a non-equilibrium geometry.

```
! RIJCOSX wB97M-V def2-TZVPD def2/J DEFGRID3
* xyz 1 1
C 1.57 0.72 -1.58
C 0.63 0.61 -2.67
C -0.72 1.44 -2.51
C -2.03 0.67 -2.94
C -3.02 1.22 -3.97
C -4.21 0.34 -4.25
N -4.55 -0.92 -3.77
N -3.63 -1.30 -2.89
P -3.98 -2.96 -2.18
O -5.17 -3.69 -3.18
I -5.08 -2.64 0.00
C -2.50 -0.67 -2.44
C -1.60 -1.37 -1.32
S -0.51 -2.72 -2.03
O -0.71 -2.85 -3.53
O -0.78 -4.06 -1.42
H 1.14 0.45 -0.56
H 2.64 1.06 -1.72
H 0.86 -0.06 -3.55
H -0.62 2.35 -3.21
H -0.85 1.89 -1.46
H -2.92 2.21 -4.50
H -4.98 0.76 -4.99
H -6.04 -3.59 -2.74
H -0.86 -0.61 -0.88
H -2.20 -1.73 -0.42
H 0.85 -2.41 -1.87
C -4.83 -5.39 3.82
Cl -3.26 -4.59 3.61
Cl -4.96 -6.76 2.71
Cl -4.98 -5.97 5.49
Cl -6.14 -4.23 3.48
C 4.10 -3.33 -0.31
Cl 4.07 -2.47 1.24
Cl 4.83 -2.30 -1.55
Cl 5.05 -4.82 -0.15
Cl 2.43 -3.74 -0.78
C -1.87 4.95 -1.42
Cl -0.36 5.55 -0.70
Cl -2.40 3.49 -0.56
Cl -3.12 6.20 -1.30
Cl -1.59 4.55 -3.13
C -0.91 8.50 -4.07
Cl -1.31 9.48 -2.65
Cl 0.42 7.39 -3.67
Cl -2.34 7.57 -4.57
Cl -0.41 9.56 -5.41
C -4.92 -9.20 8.44
Cl -5.27 -7.52 8.91
Cl -5.43 -10.29 9.74
Cl -5.80 -9.59 6.95
Cl -3.18 -9.38 8.16
C 8.41 -1.61 0.68
Cl 9.87 -0.94 1.45
Cl 7.92 -3.09 1.53
Cl 7.11 -0.41 0.76
Cl 8.77 -1.99 -1.01
C 11.93 2.62 -0.27
Cl 11.56 4.11 -1.17
Cl 13.16 1.70 -1.13
Cl 12.53 3.04 1.35
Cl 10.45 1.64 -0.11
C 7.36 -1.30 5.18
Cl 7.03 -2.13 6.72
Cl 7.59 0.43 5.48
Cl 8.84 -1.98 4.46
Cl 5.99 -1.53 4.08
C 4.15 -5.34 5.92
Cl 5.12 -6.80 5.63
Cl 4.00 -4.42 4.42
Cl 2.53 -5.82 6.49
Cl 4.94 -4.34 7.16
C 1.96 -0.18 4.59
Cl 1.50 1.34 3.79
Cl 2.87 -1.19 3.44
Cl 2.98 0.18 6.00
Cl 0.51 -1.04 5.11
C -4.43 12.33 -4.02
Cl -4.77 11.52 -2.48
Cl -4.11 14.05 -3.73
Cl -3.01 11.58 -4.78
Cl -5.84 12.16 -5.10
C -9.25 11.18 -7.27
Cl -9.64 12.17 -5.85
Cl -7.93 10.06 -6.86
Cl -10.68 10.25 -7.76
Cl -8.74 12.24 -8.60
C 0.57 -4.11 -6.76
Cl 0.65 -2.91 -8.06
Cl 1.01 -5.71 -7.41
Cl 1.70 -3.67 -5.46
Cl -1.08 -4.18 -6.12
C 1.45 5.06 5.98
Cl 1.39 5.93 7.53
Cl 2.20 6.10 4.75
Cl 2.42 3.58 6.17
Cl -0.19 4.63 5.48
C -3.87 -10.60 2.81
Cl -2.97 -12.10 2.48
Cl -3.99 -9.65 1.32
Cl -5.50 -11.00 3.40
Cl -3.01 -9.66 4.05
*
```

The energy relative to the best compared isomer or geometry (same formula, charge and spin) comes out at 123.0 kcal/mol. The maximum force is 6.63 eV Å⁻¹. The orbital gap is 6.8 eV. The HOMO energy comes out at -0.4327 Eh. For the total energy, the calculation gives -29866.3245 hartree.

=====

4.
The following is a DFT calculation (ωB97M-V/def2-TZVPD) of a structure of composition C23H12BrN4O8Pd.

```
! RIJCOSX wB97M-V def2-TZVPD def2/J DEFGRID3
* xyz -1 3
Pd -0.58 0.11 0.25
Br -1.30 -5.39 5.35
C -1.46 -3.90 4.19
C -2.26 -2.80 4.58
C -2.40 -1.72 3.75
C -1.74 -1.64 2.48
O -1.95 -0.61 1.75
C -0.93 -2.77 2.12
C -0.32 -2.92 0.83
N -0.08 -1.98 0.00
C 0.27 -2.25 -1.34
C 1.20 -3.16 -1.74
C 1.47 -3.34 -3.13
C 0.80 -2.61 -4.06
C -0.15 -1.64 -3.66
C -0.85 -0.80 -4.57
C -1.72 0.12 -4.10
C -1.92 0.23 -2.70
N -1.31 -0.53 -1.84
C -0.42 -1.46 -2.30
C -0.84 -3.88 2.99
H -2.76 -2.81 5.54
H -3.01 -0.88 4.04
H -0.09 -3.95 0.52
H 1.76 -3.72 -1.00
H 2.21 -4.06 -3.43
H 1.01 -2.73 -5.12
H -0.65 -0.89 -5.63
H -2.24 0.80 -4.76
H -2.59 0.98 -2.30
H -0.24 -4.74 2.68
O 0.68 2.31 -2.92
C 0.78 2.03 -1.73
O 0.92 0.85 -1.24
C 0.85 3.10 -0.66
C 1.81 4.07 -0.64
C 2.10 4.75 0.55
C 1.55 4.35 1.75
C 0.59 3.36 1.72
C 0.05 2.85 0.51
O -1.06 2.22 0.45
N 0.20 2.75 2.99
O -0.03 1.56 2.98
O 0.27 3.43 4.01
N 3.11 5.80 0.56
O 3.61 6.11 -0.50
O 3.37 6.35 1.62
H 2.39 4.28 -1.53
H 1.88 4.78 2.69
*
```

The energy relative to the best compared isomer or geometry (same formula, charge and spin) comes out at 0.0 kcal/mol. The maximum force is 0.76 eV Å⁻¹. The orbital gap (spin up / spin down) is 6.9 / 6.8 eV. The HOMO energy (spin up / spin down) comes out at -0.1886 / -0.1996 Eh. For the total energy, the calculation gives -4406.4369 hartree.

=====

5.
The following is a DFT calculation (ωB97M-V/def2-TZVPD) of a structure of composition C23H13BrCl2CrN6O6S in a non-equilibrium geometry.

```
! RIJCOSX wB97M-V def2-TZVPD def2/J DEFGRID3
* xyz -1 2
Cr 0.11 0.92 -0.24
O 1.68 0.95 -1.38
N 1.98 2.03 -2.10
C 3.05 1.93 -2.92
C 3.46 2.98 -3.68
C 2.76 4.20 -3.58
C 1.70 4.29 -2.73
C 1.27 3.18 -1.95
S -0.04 3.24 -0.89
H 3.52 0.96 -2.92
H 4.32 2.87 -4.32
H 3.06 5.05 -4.17
H 1.14 5.20 -2.61
N 1.14 -4.78 -2.91
C 1.18 -4.07 -2.01
C 1.25 -3.18 -0.88
C 1.90 -3.56 0.29
C 1.94 -2.66 1.34
C 1.35 -1.42 1.18
N 0.74 -1.04 0.05
C 0.69 -1.91 -0.96
H 2.35 -4.54 0.36
H 2.41 -2.91 2.28
H 1.36 -0.68 1.97
H 0.19 -1.59 -1.86
Br -6.09 -1.60 4.55
C -4.47 -1.59 3.56
C -3.82 -2.80 3.31
C -2.65 -2.78 2.57
C -2.15 -1.58 2.08
C -2.79 -0.39 2.35
C -3.97 -0.39 3.09
C -2.28 0.95 1.84
O -2.76 1.96 2.31
O -1.38 0.91 0.92
H -4.24 -3.72 3.69
H -2.15 -3.71 2.36
H -1.25 -1.57 1.49
H -4.46 0.55 3.30
Cl 3.91 0.82 3.24
C 2.76 2.18 2.98
Cl 1.48 2.14 4.19
C 2.25 2.08 1.52
O 2.93 2.66 0.69
O 1.21 1.35 1.39
H 3.32 3.09 3.10
O -0.94 0.46 -1.75
N -1.59 0.50 -2.83
C -2.51 -0.42 -2.96
C -3.28 -0.43 -4.16
N -3.91 -0.47 -5.13
C -2.74 -1.43 -1.96
N -2.92 -2.22 -1.14
*
```

The energy relative to the best compared isomer or geometry (same formula, charge and spin) comes out at 11.2 kcal/mol. The maximum force is 1.72 eV Å⁻¹. The orbital gap (spin up / spin down) is 7.3 / 7.1 eV. The HOMO energy (spin up / spin down) comes out at -0.2106 / -0.2050 Eh. For the total energy, the calculation gives -6601.3762 hartree.

=====

6.
The following is a DFT calculation (ωB97M-V/def2-TZVPD) of a structure of composition C23H13BrN4O2PdS in a non-equilibrium geometry.

```
! RIJCOSX wB97M-V def2-TZVPD def2/J DEFGRID3
* xyz 2 1
Pd 0.55 -0.22 -0.42
S 1.60 -2.22 6.81
N 0.43 -1.35 6.14
C 0.67 -1.32 4.84
C -0.14 -0.65 3.85
C -1.29 0.08 4.14
C -1.99 0.69 3.12
C -1.52 0.55 1.81
N -0.43 -0.15 1.53
C 0.27 -0.74 2.52
C 1.48 -1.46 2.15
N 1.78 -1.47 0.84
C 2.86 -2.12 0.42
C 3.69 -2.81 1.30
C 3.40 -2.81 2.64
C 2.26 -2.12 3.09
C 1.84 -2.04 4.47
N 2.46 -2.59 5.50
H -1.62 0.16 5.17
H -2.88 1.27 3.30
H -2.04 1.01 0.98
H 3.07 -2.08 -0.64
H 4.56 -3.33 0.92
H 4.02 -3.32 3.36
Br -0.98 -2.28 -0.87
C -1.88 -1.39 -2.27
C -2.84 -2.07 -2.99
C -3.50 -1.41 -4.03
C -3.19 -0.10 -4.32
C -2.22 0.60 -3.59
C -1.90 1.94 -3.90
C -0.94 2.62 -3.18
C -0.27 1.99 -2.14
C -0.55 0.68 -1.80
C -1.53 -0.05 -2.52
H -3.07 -3.10 -2.76
H -4.25 -1.93 -4.60
H -3.70 0.40 -5.13
H -2.42 2.43 -4.72
H -0.71 3.65 -3.43
H 0.46 2.55 -1.56
O 2.38 0.32 -1.47
C 2.57 1.23 -0.62
O 1.67 1.45 0.23
H 3.49 1.83 -0.64
*
```

The energy relative to the best compared isomer or geometry (same formula, charge and spin) comes out at 31.5 kcal/mol. The maximum force is 2.86 eV Å⁻¹. The orbital gap (spin up / spin down) is 4.2 / 4.2 eV. The HOMO energy (spin up / spin down) comes out at -0.5241 / -0.5242 Eh. For the total energy, the calculation gives -4353.2659 hartree.

=====

7.
The following is a DFT calculation (ωB97M-V/def2-TZVPD) of a structure of composition C23H14BrIN2O7S6Ta in a non-equilibrium geometry.

```
! RIJCOSX wB97M-V def2-TZVPD def2/J DEFGRID3
* xyz -1 1
Ta -0.67 1.56 -0.53
O -0.63 -2.70 3.09
C 0.41 -1.93 3.46
C 1.28 -2.44 4.42
C 2.36 -1.69 4.85
C 2.59 -0.42 4.34
C 1.74 0.08 3.38
C 0.66 -0.66 2.91
C -0.15 -0.11 1.80
O 0.16 1.05 1.33
N -1.14 -0.83 1.34
N -1.78 -0.15 0.30
C -2.82 -0.69 -0.20
C -3.70 -0.08 -1.20
C -4.85 -0.77 -1.58
C -5.76 -0.21 -2.46
C -5.50 1.07 -2.97
C -4.35 1.75 -2.63
C -3.45 1.18 -1.74
O -2.36 1.86 -1.38
H -1.08 -2.24 2.34
H 1.09 -3.44 4.81
H 3.04 -2.12 5.58
H 3.43 0.17 4.69
H 1.90 1.06 2.94
H -3.11 -1.66 0.20
H -5.03 -1.75 -1.17
H -6.66 -0.74 -2.73
H -6.21 1.53 -3.64
H -4.13 2.74 -3.02
S -0.10 7.46 4.11
C -0.30 6.20 3.05
S -1.60 5.09 3.13
C -1.16 4.07 1.78
C -0.04 4.44 1.14
S 0.60 3.64 -0.26
S 0.77 5.86 1.76
S -2.16 2.75 1.31
Br 0.81 -2.99 -1.89
C 2.64 -2.76 -2.28
C 3.01 -2.92 -3.61
C 4.34 -2.78 -3.98
C 5.30 -2.48 -3.03
C 4.92 -2.32 -1.70
C 3.59 -2.46 -1.31
I 3.14 -2.15 0.69
H 2.25 -3.12 -4.35
H 4.61 -2.89 -5.02
H 6.34 -2.37 -3.31
H 5.67 -2.08 -0.95
O 1.45 0.02 -3.42
S 0.46 0.39 -2.47
O 0.16 1.92 -2.41
O 0.88 0.24 -0.97
O -0.87 -0.22 -2.52
*
```

The energy relative to the best compared isomer or geometry (same formula, charge and spin) comes out at 28.0 kcal/mol. The maximum force is 2.98 eV Å⁻¹. The orbital gap is 6.3 eV. The HOMO energy comes out at -0.1752 Eh. For the total energy, the calculation gives -6839.2366 hartree.

=====

- maximum force of number 1 (C22H74BrN3O30S3)?
  3.05 eV Å⁻¹

=====

- Number 6 is which compound?
  C23H13BrN4O2PdS

=====

- Which formula does entry 7 have?
  C23H14BrIN2O7S6Ta

=====

Please write out number 3 again, unchanged.
The following is a DFT calculation (ωB97M-V/def2-TZVPD) of a cluster of 16 separate species, C23H11Cl60IN2O3PS in total in a non-equilibrium geometry.

```
! RIJCOSX wB97M-V def2-TZVPD def2/J DEFGRID3
* xyz 1 1
C 1.57 0.72 -1.58
C 0.63 0.61 -2.67
C -0.72 1.44 -2.51
C -2.03 0.67 -2.94
C -3.02 1.22 -3.97
C -4.21 0.34 -4.25
N -4.55 -0.92 -3.77
N -3.63 -1.30 -2.89
P -3.98 -2.96 -2.18
O -5.17 -3.69 -3.18
I -5.08 -2.64 0.00
C -2.50 -0.67 -2.44
C -1.60 -1.37 -1.32
S -0.51 -2.72 -2.03
O -0.71 -2.85 -3.53
O -0.78 -4.06 -1.42
H 1.14 0.45 -0.56
H 2.64 1.06 -1.72
H 0.86 -0.06 -3.55
H -0.62 2.35 -3.21
H -0.85 1.89 -1.46
H -2.92 2.21 -4.50
H -4.98 0.76 -4.99
H -6.04 -3.59 -2.74
H -0.86 -0.61 -0.88
H -2.20 -1.73 -0.42
H 0.85 -2.41 -1.87
C -4.83 -5.39 3.82
Cl -3.26 -4.59 3.61
Cl -4.96 -6.76 2.71
Cl -4.98 -5.97 5.49
Cl -6.14 -4.23 3.48
C 4.10 -3.33 -0.31
Cl 4.07 -2.47 1.24
Cl 4.83 -2.30 -1.55
Cl 5.05 -4.82 -0.15
Cl 2.43 -3.74 -0.78
C -1.87 4.95 -1.42
Cl -0.36 5.55 -0.70
Cl -2.40 3.49 -0.56
Cl -3.12 6.20 -1.30
Cl -1.59 4.55 -3.13
C -0.91 8.50 -4.07
Cl -1.31 9.48 -2.65
Cl 0.42 7.39 -3.67
Cl -2.34 7.57 -4.57
Cl -0.41 9.56 -5.41
C -4.92 -9.20 8.44
Cl -5.27 -7.52 8.91
Cl -5.43 -10.29 9.74
Cl -5.80 -9.59 6.95
Cl -3.18 -9.38 8.16
C 8.41 -1.61 0.68
Cl 9.87 -0.94 1.45
Cl 7.92 -3.09 1.53
Cl 7.11 -0.41 0.76
Cl 8.77 -1.99 -1.01
C 11.93 2.62 -0.27
Cl 11.56 4.11 -1.17
Cl 13.16 1.70 -1.13
Cl 12.53 3.04 1.35
Cl 10.45 1.64 -0.11
C 7.36 -1.30 5.18
Cl 7.03 -2.13 6.72
Cl 7.59 0.43 5.48
Cl 8.84 -1.98 4.46
Cl 5.99 -1.53 4.08
C 4.15 -5.34 5.92
Cl 5.12 -6.80 5.63
Cl 4.00 -4.42 4.42
Cl 2.53 -5.82 6.49
Cl 4.94 -4.34 7.16
C 1.96 -0.18 4.59
Cl 1.50 1.34 3.79
Cl 2.87 -1.19 3.44
Cl 2.98 0.18 6.00
Cl 0.51 -1.04 5.11
C -4.43 12.33 -4.02
Cl -4.77 11.52 -2.48
Cl -4.11 14.05 -3.73
Cl -3.01 11.58 -4.78
Cl -5.84 12.16 -5.10
C -9.25 11.18 -7.27
Cl -9.64 12.17 -5.85
Cl -7.93 10.06 -6.86
Cl -10.68 10.25 -7.76
Cl -8.74 12.24 -8.60
C 0.57 -4.11 -6.76
Cl 0.65 -2.91 -8.06
Cl 1.01 -5.71 -7.41
Cl 1.70 -3.67 -5.46
Cl -1.08 -4.18 -6.12
C 1.45 5.06 5.98
Cl 1.39 5.93 7.53
Cl 2.20 6.10 4.75
Cl 2.42 3.58 6.17
Cl -0.19 4.63 5.48
C -3.87 -10.60 2.81
Cl -2.97 -12.10 2.48
Cl -3.99 -9.65 1.32
Cl -5.50 -11.00 3.40
Cl -3.01 -9.66 4.05
*
```

The energy relative to the best compared isomer or geometry (same formula, charge and spin) comes out at 123.0 kcal/mol. The maximum force is 6.63 eV Å⁻¹. The orbital gap is 6.8 eV. The HOMO energy comes out at -0.4327 Eh. For the total energy, the calculation gives -29866.3245 hartree.